No. 1
{
  "formula": "C3H2N2O3",
  "method": "the ωB97M-V functional and the def2-TZVPD basis",
  "symbols": ["O", "C", "C", "C", "O", "N", "N", "O", "H", "H"],
  "coordinates": [[2.6995, -0.7365, -0.2264], [1.5831, -0.1411, 0.2216], [0.3375, -0.7430, 0.2112], [-0.8952, -0.0018, 0.2387], [-2.0891, -0.6572, -0.2147], [-0.8649, 1.2629, 0.0324], [0.3131, 1.7868, -0.1070], [1.5283, 1.2494, -0.0221], [0.2573, -1.8753, 0.0874], [-2.8696, -0.1443, -0.2209]],
  "atomic_forces_ev_per_a": [[-5.506, 3.108, 3.546], [6.510, -2.463, -5.420], [-4.563, -2.293, 1.351], [0.600, -6.763, -2.779], [4.016, -0.787, 1.715], [3.084, 4.061, -0.042], [-1.942, 3.658, -0.150], [-1.499, -1.970, 1.173], [0.339, 1.859, 0.387], [-1.040, 1.591, 0.219]],
  "orbital_gap_ev": 8.18,
  "homo_ha": -0.36571,
  "smiles": "O=c1cc(O)nno1"
}

---

No. 2
{
  "formula": "C3H2N2O3",
  "method": "the ωB97M-V functional and the def2-TZVPD basis",
  "symbols": ["O", "C", "N", "C", "O", "N", "C", "O", "H", "H"],
  "coordinates": [[-0.4998, -2.3023, -0.2079], [-0.3968, -1.0947, -0.2952], [-1.2509, -0.1634, -1.1376], [-0.6338, 0.9058, -1.2335], [0.4824, 1.4477, -0.7423], [1.1129, 0.9735, 0.4370], [0.5729, -0.2485, 0.6646], [0.7451, -1.0162, 1.8019], [-1.1355, 1.7680, -1.8403], [1.0035, -0.2699, 2.5533]],
  "atomic_forces_ev_per_a": [[0.265, 2.884, -0.441], [-0.959, 0.367, 0.091], [1.733, -4.348, 2.287], [-1.004, 5.091, -2.154], [0.656, 0.427, 0.118], [-2.735, -4.633, 0.421], [0.494, -0.213, 0.000], [1.203, 4.997, 1.381], [1.000, -1.610, 0.810], [-0.653, -2.962, -2.513]],
  "orbital_gap_ev": 10.06,
  "homo_ha": -0.38250,
  "smiles": "O=c1nconc1O"
}

---

Energy relative to the best compared isomer or geometry (same formula, charge and spin) per entry: 592.8; 445.6 kJ/mol
Molar mass per entry: 114.06; 114.06 g mol⁻¹